# C6H11NO

A 3-piece molecular cluster, C6H11NO overall (wB97M-V/def2-TZVPD, OMol25).

Values from the calculation:
Frontier orbital gap (alpha / beta), hartree: 0.2614 / 0.2613
Energy above the lowest of the compared OMol25 structures with the same formula, charge and spin, kJ/mol: 723.90
E_LUMO (alpha / beta), eV: 0.72 / 0.72
M, g mol⁻¹: 113.16
Maximum force, eV Å⁻¹: 3.53

The geometry in ORCA input format:
```
! RIJCOSX wB97M-V def2-TZVPD def2/J DEFGRID3
* xyz 0 1
C 0.18 0.73 -0.10
C 2.31 0.16 -0.19
C 0.05 1.51 1.17
C 0.16 -0.63 -0.13
C -2.13 -0.39 -0.32
C 0.25 -1.92 0.01
O 0.00 1.49 -1.20
N -2.65 -1.54 -0.37
H -0.09 0.92 -1.98
H -3.68 -1.57 -0.42
H -2.74 0.54 -0.34
H 0.66 2.41 1.12
H 2.65 -0.32 0.72
H 2.55 -0.38 -1.10
H 2.60 1.20 -0.23
H 0.35 0.90 2.03
H -0.99 1.80 1.29
H -0.68 -2.48 0.00
H 1.20 -2.43 0.04
*
```

List of Mulliken charges in e, atom by atom: number 1, C, carries 0.631; number 2, C, carries -1.318; number 3, C, carries -1.351; number 4, C, carries 0.449; number 5, C, carries -0.241; number 6, C, carries -0.977; number 7, O, carries -0.489; number 8, N, carries -0.505; number 9, H, carries 0.422; number 10, H, carries 0.225; number 11, H, carries 0.232; number 12, H, carries 0.390; number 13, H, carries 0.369; number 14, H, carries 0.387; number 15, H, carries 0.427; number 16, H, carries 0.305; number 17, H, carries 0.372; number 18, H, carries 0.358; number 19, H, carries 0.315